Molecular formula: C23H27ClN4O
Method: DFT, ωB97M-V/def2-TZVPD

Last column: Mulliken charge in e.
Positions of all 56 atoms, in Å:
C 4.81217 -1.76035 -1.88402  -1.1114
C 4.18965 -0.73238 -1.32315  0.9061
C 4.64519 -0.10705 -0.03551  -0.9124
C 2.98540 -0.10441 -1.97516  -0.9766
N 1.78740 -0.27631 -1.16893  0.3834
C 0.60250 -0.55770 -1.73342  -0.5939
O 0.43084 -0.68727 -2.93636  -0.7354
C -0.63264 -0.67897 -0.82008  0.2819
C -0.57516 -1.47499 0.47449  0.3425
C -1.53264 -2.42888 0.67899  -0.2823
C -1.67074 -3.12320 1.91107  -0.9467
C -0.84428 -2.83699 2.93922  -0.3604
N 0.13175 -1.89537 2.75698  -0.0028
C 1.09476 -1.44305 3.63236  -0.6570
C 1.81761 -0.52439 2.92831  -0.8226
N 1.35097 -0.39436 1.65781  -0.1962
C 0.32161 -1.22180 1.55766  0.1775
N -1.27156 0.64399 -0.66391  0.7313
C -2.73196 0.57574 -0.67866  -1.3991
C -3.30588 0.34082 -2.07538  1.1482
C -2.85169 1.42610 -3.04421  -1.5100
C -4.82634 0.27070 -1.98645  -1.6609
C -0.71974 1.49623 0.33949  -0.4697
C -1.22958 1.53371 1.63595  0.2588
C -0.63755 2.32289 2.60807  -1.0311
C 0.47481 3.07757 2.27576  0.3535
Cl 1.24697 4.04466 3.50086  -0.2394
C 0.97458 3.08606 0.98553  -1.0240
C 0.36497 2.30275 0.01888  -0.0120
H 4.46583 -2.18558 -2.81779  0.2925
H 5.68659 -2.20759 -1.42679  0.2857
H 3.84749 -0.11073 0.71098  -0.0224
H 5.50502 -0.63105 0.37964  0.3969
H 4.92275 0.93812 -0.19965  0.2579
H 3.17135 0.96642 -2.13161  0.2579
H 2.79081 -0.54939 -2.94793  0.5398
H 1.83146 -0.14880 -0.16045  0.1645
H -1.30751 -1.23690 -1.46489  0.8245
H -2.22342 -2.65819 -0.12307  0.4739
H -2.44153 -3.86868 2.03775  0.4122
H -0.88933 -3.30160 3.91291  0.3985
H 1.17025 -1.81353 4.63872  0.4778
H 2.65882 0.05225 3.27815  0.5443
H -3.11720 -0.19257 0.01153  0.1911
H -3.10452 1.53731 -0.31740  0.7991
H -2.94146 -0.62090 -2.45286  0.1824
H -3.16859 2.41114 -2.68831  0.3028
H -1.76712 1.42736 -3.14250  0.2278
H -3.28691 1.26987 -4.03258  0.4582
H -5.23454 1.22086 -1.63087  0.3485
H -5.26545 0.06690 -2.96352  0.4256
H -5.15475 -0.51256 -1.29922  0.3829
H -2.08659 0.92295 1.89245  0.3621
H -1.02258 2.34522 3.61839  0.4347
H 1.82763 3.70438 0.74169  0.4583
H 0.73208 2.30156 -0.99896  0.4830

Results
E_HOMO = -8.26 eV
F_max = 0.13 eV Å⁻¹
LUMO level = 0.01327 Ha
SMILES = C=C(C)CNC(=O)[C@@H](c1cccn2ccnc12)N(CC(C)C)c1ccc(Cl)cc1

=====

Molecular formula: C23H27ClN5O7
Method: DFT, ωB97M-V/def2-TZVPD

Last column: Mulliken charge in e.
Positions of all 63 atoms, in Å:
O 1.36086 2.03495 -0.24190  -0.7426
O -3.26172 1.82498 1.31217  -0.6960
O -0.31252 -2.94195 0.99698  -0.7248
O 3.42449 -2.32326 2.13948  -0.6424
O 1.16563 -3.00508 -2.72369  -0.6822
O 5.02836 -0.88417 2.65094  -0.8140
Cl -7.84766 0.53798 -3.64391  -0.2346
O 2.88067 3.24272 0.90450  -0.4964
C 1.72643 2.54270 0.81245  0.8637
C -2.37750 1.50599 0.53128  0.4709
C 0.74894 -2.93205 0.38498  0.8593
C 4.17060 -1.35752 1.87334  0.4383
C 1.97317 -2.09968 -2.52943  0.0636
C -6.24181 1.61352 -1.72178  -0.7206
C 1.48835 2.78893 3.27444  -0.8695
C -5.21273 -0.01404 -3.17216  -0.7596
C -5.03222 1.76700 -1.03794  -0.4051
C 0.78753 2.70515 4.47824  -0.8015
C -1.10453 1.82116 3.29805  -0.4920
C -6.33593 0.72438 -2.79199  0.1210
C 0.90171 2.41425 2.04613  0.2884
C -4.00455 0.11820 -2.48453  1.2493
C -0.43408 1.92808 2.06651  0.0239
C -3.89976 1.01543 -1.40250  -0.1616
C -0.51854 2.22238 4.49808  0.8394
N -2.93007 -0.67869 -2.87395  -0.4966
N -1.04237 1.53241 0.86906  -0.0813
N -2.65104 1.14467 -0.77249  -0.1890
N 2.68382 -1.58434 -3.54315  -0.1149
N 1.18612 -1.77195 -0.10731  0.4743
C 1.51247 -4.23006 0.20280  -1.1604
C -1.27978 2.10009 5.78961  -1.4835
C 2.60631 -2.06356 -4.92162  -0.9346
C 4.04792 -0.68760 0.49688  0.0150
C 3.65248 -1.64007 -0.64640  -0.5485
C 2.19991 -1.46482 -1.13748  -0.1185
H 3.30692 3.13342 0.04347  0.4165
H -7.11178 2.18995 -1.42454  0.3850
H 2.51762 3.13792 3.30984  0.4099
H -5.29324 -0.70766 -4.00069  0.2407
H -4.98501 2.48313 -0.22443  0.3870
H 1.27643 2.99633 5.40272  0.3611
H -2.10307 1.40330 3.34252  0.4348
H -3.11467 -1.34736 -3.61896  0.2205
H -2.33024 -1.01926 -2.12144  0.1312
H -0.40735 1.50158 0.07620  0.4104
H -1.86862 0.75296 -1.28277  0.2888
H 3.34171 -0.85098 -3.32851  0.2657
H 0.69117 -0.98903 0.28060  -0.0088
H 1.66574 -4.44976 -0.84638  0.2710
H 2.46952 -4.14755 0.71207  0.2721
H 0.94343 -5.03313 0.66412  0.3308
H -1.21290 1.07380 6.16292  0.3059
H -2.33428 2.35004 5.63754  0.3620
H -0.87203 2.77585 6.54731  0.3718
H 1.60821 -1.87318 -5.32087  0.2800
H 2.78843 -3.14051 -4.94232  0.2789
H 3.34954 -1.55917 -5.53979  0.3533
H 3.33725 0.13853 0.55344  -0.4296
H 5.01533 -0.25094 0.23540  0.2972
H 3.85538 -2.67825 -0.38856  0.2904
H 4.31166 -1.40003 -1.48179  0.4334
H 2.09589 -0.39615 -1.32071  0.3035

Results
total charge = -1
E_HOMO = -4.38 eV
F_max = 2.48 eV Å⁻¹
LUMO level = 0.08262 Ha

=====

Molecular formula: C23H27CrF2N4
Method: DFT, ωB97M-V/def2-TZVPD

Last column: Löwdin spin population.
Positions of all 57 atoms, in Å:
Cr 0.22390 -0.75298 -0.63079  3.6483
C 1.69918 2.63451 -1.94120  0.0007
C 0.55788 2.67305 -0.92045  0.0041
C -0.81712 2.24116 -1.45568  0.0044
N -1.18380 0.90316 -1.02248  0.0163
C -2.44282 0.56151 -0.99749  0.0203
C -3.49147 1.36191 -1.56163  0.0233
C -4.86043 1.29703 -1.42960  0.0095
C -5.67522 0.45031 -0.68298  0.0282
C -5.21434 -0.62864 0.06212  0.0091
C -3.95273 -1.16622 0.19710  0.0207
C -2.69769 -0.78808 -0.37507  0.0185
N -1.63526 -1.53579 -0.30954  -0.0199
C -1.58800 -2.81486 0.36221  0.0115
C -1.24284 -2.66505 1.86006  -0.0014
C -0.56654 -1.35189 2.27564  0.0016
N 0.53976 -0.97280 1.41133  -0.0084
C 1.65853 -0.49183 1.88746  0.0279
C 1.85855 -0.12614 3.25547  0.0258
C 3.00842 0.14021 3.96885  0.0109
C 4.34127 0.14743 3.57755  0.0321
C 4.77878 -0.00551 2.26655  0.0102
C 4.07676 -0.12064 1.08704  0.0262
C 2.67457 -0.18410 0.82174  0.0240
N 2.16979 -0.06667 -0.37868  -0.0128
C 2.97439 0.43701 -1.47875  0.0036
C 2.13923 1.26240 -2.45420  0.0088
H 2.57241 3.14543 -1.51870  0.0001
H 1.38739 3.23538 -2.80395  0.0000
H 0.47456 3.70230 -0.55827  0.0003
H 0.80084 2.06356 -0.04826  0.0022
H -0.81611 2.29229 -2.55534  -0.0008
H -1.57032 2.96242 -1.11770  0.0006
H -3.14080 2.15595 -2.20693  0.0018
H -5.39124 2.06432 -1.98952  -0.0001
H -6.73985 0.64505 -0.68468  0.0018
H -5.98082 -1.16347 0.61918  -0.0002
H -3.89585 -2.04164 0.83154  0.0018
H -0.80386 -3.38514 -0.13752  0.0065
H -2.51434 -3.38506 0.23734  0.0012
H -0.59871 -3.50095 2.14650  0.0000
H -2.14939 -2.74887 2.46736  -0.0001
H -0.24991 -1.47220 3.31423  0.0003
H -1.31053 -0.54621 2.25513  -0.0012
H 0.94516 -0.04765 3.82927  0.0020
H 2.83301 0.36244 5.01907  -0.0001
H 5.09139 0.30292 4.34260  0.0021
H 5.85869 -0.00603 2.13707  -0.0002
H 4.69251 -0.20405 0.20118  0.0020
H 3.42070 -0.40270 -2.02013  -0.0012
H 3.78830 1.06767 -1.10045  -0.0001
H 1.27301 0.68082 -2.77526  0.0053
H 2.74980 1.41275 -3.35052  0.0006
F 1.74618 -1.98254 -3.03079  0.0059
C 0.41361 -1.64169 -2.63578  0.0149
F -0.26454 -2.88644 -2.72603  0.0065
H 0.04596 -1.11712 -3.53516  0.0047

Results
total charge = -1
E_HOMO (spin up / spin down) = -2.83 / -4.02 eV
F_max = 0.70 eV Å⁻¹
multiplicity = 5
LUMO level (spin up / spin down) = 0.11063 / 0.11011 Ha
⟨S²⟩ = 6.04

=====

Molecular formula: C23H27N3O2
Method: DFT, ωB97M-V/def2-TZVPD

Last column: Mulliken charge in e.
Positions of all 55 atoms, in Å:
C 6.31489 1.49356 0.29878  -0.9316
O 5.09359 1.02348 0.28748  -0.3317
C 4.84705 -0.20850 0.04355  0.7184
C 5.74384 -1.26341 -0.18961  -0.4018
C 5.42010 -2.75390 -0.46961  -1.2035
C 4.02871 -3.09030 -0.19352  -0.5011
C 2.98717 -2.20686 0.12684  -1.1319
C 3.31839 -0.69843 -0.00312  0.5587
N 2.20150 0.16351 0.18369  0.3075
C 1.38918 -0.11910 1.37838  -1.0547
C -0.10921 0.59810 1.01606  -0.3135
N -0.07946 1.90220 0.56375  0.4486
C -1.23290 2.30406 0.42952  -2.3130
C -2.00864 2.11516 -0.65412  0.4430
O -1.91167 2.61944 -1.86969  -0.6642
C -2.84436 0.74532 -0.47797  0.3101
C -2.87154 -0.26279 -1.61818  0.0537
N -3.61372 -1.27059 -1.19243  0.4065
C -3.81914 -0.97962 -0.01489  0.1893
C -4.66085 -1.90762 0.98719  -0.8061
C -4.93082 -1.56066 2.07391  -0.6400
C -4.57661 -0.21578 2.78050  -1.5460
C -3.75672 0.66549 1.87186  -0.2197
C -3.50667 0.21341 0.68561  1.3662
H -3.46495 1.68889 1.95449  0.5525
H -4.61024 0.00604 3.62698  0.7720
H -5.42070 -2.39406 2.82564  0.1359
H -4.94533 -2.74992 0.48137  0.3847
C -3.92850 -2.38672 -1.99945  -0.9330
H -4.57724 -3.00962 -1.57410  0.4414
H -4.20229 -1.90994 -3.13504  0.2531
H -2.98014 -2.97904 -2.38684  0.2945
C -2.35466 0.06530 -3.03253  -2.2082
H -1.83502 0.81626 -3.16327  0.8018
H -1.79025 -0.89428 -3.30740  0.3462
H -3.16641 0.27471 -3.72996  0.3628
H -1.78110 2.32402 1.29165  1.1378
H -1.04858 3.57471 0.70037  0.5193
C 0.89694 2.04514 -0.44557  -0.6333
C 2.20512 1.66477 0.01874  -0.7338
H 3.06767 1.58551 -0.76786  0.4121
H 2.54466 2.22563 0.99741  0.2849
H 0.83608 3.01978 -0.68512  0.5923
H 0.53492 1.29735 -1.32456  0.1798
H -0.84014 0.32559 1.76581  0.5684
H -0.25237 -0.27812 0.13961  -0.0688
H 1.41310 -1.23764 1.70119  0.4965
H 1.81251 0.36155 2.30276  0.2760
H 2.07578 -2.31639 -0.11677  0.6615
H 3.71003 -3.98236 -0.31220  0.5202
H 6.22149 -3.23157 -0.53545  0.5418
H 6.74467 -0.87605 -0.25514  0.3815
H 6.88606 1.38136 -0.87558  0.2977
H 6.96716 0.94651 1.07451  0.3405
H 6.32663 2.49766 0.51458  0.2791

Results
E_HOMO = -7.25 eV
F_max = 19.67 eV Å⁻¹
LUMO level = 0.00611 Ha